Entry 1:
6
Properties=species:S:1:pos:R:3:nbo_charge:R:1 method="wB97M-V/def2-TZVPD" lumo_ev="-1.59 / -1.60" homo_lumo_gap_ev="7.23 / 7.31" homo_energy_ha="-0.3240 / -0.3275"
O 1.939 -0.826 -0.439 -0.724
P -0.686 0.056 0.244 0.780
S 1.216 -2.007 0.116 0.671
Cl -1.213 0.386 -1.706 -0.269
Cl 0.795 1.353 0.674 -0.243
Cl -2.051 1.039 1.110 -0.215



Entry 2:
16
Properties=species:S:1:pos:R:3:nbo_charge:R:1 method="wB97M-V/def2-TZVPD" lumo_ev="-4.58 / -5.08" charge=+1 homo_lumo_gap_ev="8.04 / 7.69" homo_energy_ha="-0.4636 / -0.4693"
C 2.024 -0.597 0.528 -0.154
C 2.045 -0.549 -0.795 -0.150
C 0.532 1.562 0.576 -0.186
C 0.530 1.598 -0.757 -0.179
C 0.668 0.056 0.718 -0.112
C 0.687 0.099 -0.982 -0.118
C -0.325 -0.577 -0.155 0.124
N -1.726 -0.115 -0.181 -0.731
H 2.690 -0.949 1.290 0.245
H 2.733 -0.828 -1.568 0.245
H 0.497 2.302 1.352 0.245
H 0.500 2.381 -1.492 0.245
H -0.365 -2.625 0.060 0.153
H -2.118 -0.256 -1.124 0.456
H -1.782 0.895 0.060 0.455
H -2.282 -0.660 0.493 0.460